(1)
Density functional theory data (wB97M-V/def2-TZVPD) for a structure of composition C22H42N11O4PRbSSbSe4.

Each line ends with the Mulliken charge.
Positions of all 87 atoms, in Å:
Rb  0.08668  0.33687  -1.13305  0.611
O  -1.02409  0.38222  -3.37181  -0.606
N  -0.43567  1.44743  -3.74407  -0.495
N  -0.52036  2.42797  -2.91223  0.903
O  -1.18409  2.42726  -1.80174  -0.728
C  0.12836  3.64306  -3.32944  0.095
C  1.04548  3.65966  -4.37538  -0.354
C  1.64203  4.85701  -4.73026  -0.534
C  1.33722  6.03144  -4.05219  -0.418
C  0.43149  5.99671  -3.00425  -0.522
C  -0.17284  4.80291  -2.63454  -0.169
H  1.29978  2.73920  -4.87727  0.433
H  2.37075  4.86639  -5.53091  0.341
H  1.82033  6.96048  -4.32756  0.363
H  0.19891  6.90150  -2.45610  0.352
H  -0.87132  4.74507  -1.81420  0.308
Se  5.45898  -1.62870  2.60396  -0.778
Sb  4.87450  -1.09399  0.24863  0.512
Se  3.12502  0.69909  0.25018  -0.631
Se  3.81590  -3.22525  -0.61877  -0.760
Se  6.78759  -0.47048  -1.11767  -0.803
C  -1.58705  -4.40125  -3.61922  -1.187
N  -1.10817  -3.17865  -3.02152  0.148
C  0.04225  -3.10226  -2.27961  0.147
N  0.94376  -4.12335  -2.38381  -0.235
O  0.24915  -2.15576  -1.53545  0.226
H  -2.61719  -4.25088  -3.93776  0.353
H  -1.56066  -5.24681  -2.92418  0.347
H  -1.00805  -4.66878  -4.50860  0.323
H  -1.78805  -2.49749  -2.71457  -0.070
H  0.94170  -4.70257  -3.20543  0.201
H  1.85940  -3.87229  -1.99445  -0.201
C  -2.66138  5.10009  1.27016  -1.555
C  -1.47233  4.15794  1.12052  0.738
C  -1.56206  2.97890  2.07713  -1.164
S  -0.22796  1.78806  1.79461  0.715
O  -0.59659  0.56941  2.59015  -0.668
C  1.13532  2.65447  2.64910  -0.982
C  1.46175  2.04002  4.00128  0.496
C  0.42312  2.31932  5.08023  -1.349
H  -2.58834  5.93987  0.57645  0.388
H  -2.72468  5.50552  2.28317  0.378
H  -3.59678  4.57690  1.06099  0.345
H  -0.54334  4.70911  1.29367  0.365
H  -1.42274  3.77029  0.10023  -0.445
H  -2.46388  2.39170  1.88919  0.543
H  -1.54993  3.27679  3.12873  0.435
H  0.85292  3.70725  2.73496  0.484
H  1.98941  2.55306  1.97615  0.147
H  2.44285  2.41824  4.29824  0.561
H  1.57879  0.96416  3.87634  -0.545
H  0.24506  3.39447  5.19020  0.363
H  0.75456  1.93409  6.04624  0.403
H  -0.52029  1.83005  4.83555  0.234
N  -5.15089  -0.62168  -5.41423  -0.495
C  -4.19513  -0.68612  -4.41818  0.674
N  -2.93185  -0.90784  -4.80608  -0.171
N  -4.63211  -0.60205  -3.19438  -0.817
C  -3.79893  -0.78482  -2.17564  0.756
N  -3.16249  -0.95195  -1.22330  -0.523
H  -4.86172  -0.18265  -6.27278  0.234
H  -6.03970  -0.29930  -5.06658  0.270
H  -2.73382  -0.92896  -5.79131  0.215
H  -2.12921  -0.65610  -4.18945  -0.001
C  0.83607  -3.37692  1.34710  -0.572
N  2.07889  -2.91943  2.04817  1.928
C  2.59208  -4.03225  2.90692  -0.584
N  1.58603  -4.47877  3.84389  0.042
C  0.37040  -4.84693  3.12302  -0.893
N  -0.17658  -3.78583  2.28563  0.185
C  -0.68355  -2.66384  3.08884  -0.678
P  0.60822  -1.85701  4.15666  0.062
C  1.86788  -1.66360  2.82637  -0.708
C  1.30293  -3.44277  4.84650  -0.973
H  1.14304  -4.22446  0.73053  0.332
H  0.52620  -2.59079  0.65842  -0.056
H  2.80342  -2.78925  1.26320  -1.007
H  3.49047  -3.65732  3.39913  0.292
H  2.86998  -4.83418  2.22160  0.175
H  -0.38790  -5.15040  3.84888  0.385
H  0.60549  -5.69762  2.47799  0.310
H  -1.49824  -3.03162  3.71966  0.454
H  -1.09458  -1.89866  2.42918  0.376
H  2.84807  -1.38149  3.22826  0.388
H  1.58387  -0.87927  2.12341  0.493
H  0.59983  -3.85075  5.57971  0.425
H  2.22863  -3.21083  5.37883  0.421

Values from the calculation:
Spin multiplicity: 1
Orbital gap: 4.06 eV
Energy: -336780.64949 eV
Net charge: -2
Max |F|: 2.08 eV/A
Relative energy (zero: lowest compared OMol25 entry of this formula, charge and spin): 0.573 eV

***

(2)
Density functional theory data (wB97M-V/def2-TZVPD) for a cluster of 3 separate species, C22H42NO6S2 in total.

Each line ends with the Mulliken charge.
Positions of all 73 atoms, in Å:
C  4.83534  -3.64944  1.53894  -1.424
C  4.32621  -2.30068  1.02440  0.352
O  5.11112  -1.26940  1.64934  -0.349
C  4.41162  -0.11569  1.95285  0.613
O  4.74950  0.92358  1.42434  -0.542
C  3.30019  -0.22486  2.99057  -1.015
C  1.86553  -0.27571  2.41494  -0.750
C  1.58509  0.75966  1.29166  -1.093
C  1.00027  0.16011  0.03906  0.259
C  -0.35286  -0.02776  -0.15231  -0.102
C  -1.37949  0.31274  0.91859  -0.190
C  -1.94092  -1.06039  1.46130  -0.948
C  -3.45002  -1.27059  1.19184  -1.095
C  -3.78020  -2.30516  0.12257  -0.230
O  -3.76759  -3.62667  0.68264  -0.389
C  -3.27341  -4.53440  -0.29245  -0.680
C  -0.83320  -0.54372  -1.33976  -0.031
C  0.07381  -0.88772  -2.33138  -1.844
C  1.39263  -0.72920  -2.09599  -0.332
N  1.82192  -0.21368  -0.94738  0.154
O  3.17801  -0.05967  -0.80038  -0.021
C  3.66472  1.06751  -1.58206  -0.314
C  4.42633  0.61776  -2.84359  -1.277
H  4.14633  -4.40914  1.14858  0.377
H  4.80971  -3.69404  2.62963  0.335
H  5.83784  -3.86967  1.17067  0.338
H  3.25444  -2.22500  1.22792  0.033
H  4.50132  -2.24320  -0.05386  0.177
H  3.47013  -1.16735  3.52669  0.373
H  3.39805  0.55011  3.75268  0.473
H  1.19220  -0.02221  3.24105  0.379
H  1.57078  -1.28856  2.12685  0.566
H  2.44954  1.36697  1.01456  0.813
H  0.82868  1.46043  1.65096  0.409
H  -0.94222  0.92007  1.71981  -0.244
H  -2.17531  0.89103  0.44404  0.661
H  -1.80583  -1.02596  2.54719  0.470
H  -1.32438  -1.87574  1.07160  0.477
H  -3.88434  -1.65259  2.12390  0.447
H  -3.96186  -0.32045  1.00752  0.443
H  -3.08787  -2.30819  -0.72647  0.167
H  -4.80652  -2.11884  -0.22599  0.345
H  -2.18377  -4.40364  -0.37216  0.248
H  -3.48052  -5.56343  0.01099  0.271
H  -3.74758  -4.40236  -1.27387  0.311
H  -1.89487  -0.66736  -1.51583  1.082
H  -0.33793  -1.28983  -3.25054  0.771
H  2.10889  -1.01751  -2.85333  0.619
H  2.83986  1.73320  -1.85043  0.387
H  4.35896  1.62610  -0.94988  0.533
H  3.69474  0.50050  -3.65184  0.347
H  4.83618  -0.37589  -2.64531  0.275
H  5.17528  1.34481  -3.15034  0.383
C  -2.43097  1.26071  -6.22862  -1.060
S  -1.91782  0.90767  -4.54514  0.616
O  -2.54490  -0.38488  -4.14151  -0.622
C  -2.86374  2.22639  -3.77345  -0.854
H  -1.97895  0.51906  -6.88413  0.348
H  -3.51662  1.20108  -6.30263  0.330
H  -2.08505  2.25490  -6.51096  0.384
H  -3.92227  2.10363  -4.00272  0.350
H  -2.50640  3.18990  -4.13654  0.394
H  -2.71433  2.16718  -2.69627  0.149
C  -2.00024  3.50157  4.66746  -1.066
S  -2.59538  3.00186  3.04866  0.546
O  -1.39646  2.79415  2.17961  -0.589
C  -3.31280  4.58678  2.60655  -1.058
H  -1.47786  2.65727  5.11328  0.313
H  -1.31518  4.34309  4.56441  0.331
H  -2.84743  3.77669  5.29516  0.412
H  -2.54552  5.36036  2.63626  0.330
H  -4.11879  4.82480  3.30019  0.412
H  -3.71379  4.50898  1.59784  0.318

Values from the calculation:
Spin multiplicity: 1
Orbital gap: 8.31 eV
Energy: -58930.87539 eV
Net charge: +1
Max |F|: 1.72 eV/A

***

(3)
Density functional theory data (wB97M-V/def2-TZVPD) for a structure of composition C22H43B2F11NO26S5Zr2.

Each line ends with the Mulliken charge.
Positions of all 112 atoms, in Å:
Zr  1.98907  -2.84244  0.18381  0.527
Zr  -2.24278  -1.90559  -0.42558  0.512
N  1.03656  -4.60172  0.78246  -0.126
S  1.15860  -5.83322  1.79903  0.893
O  1.45236  -7.15659  1.32483  -0.565
O  0.31150  -5.62758  2.93748  -0.512
F  2.55989  -5.39448  2.37332  -0.289
S  -0.52871  -5.24380  0.11212  0.885
O  -1.27630  -4.20040  -0.55290  -0.748
O  -1.26697  -6.22663  0.84492  -0.481
F  0.03233  -6.17065  -0.99935  -0.210
B  -2.40807  -2.53690  1.68957  1.988
H  -2.17803  -1.48193  1.43969  -0.552
H  -2.56599  -2.66706  2.81094  -0.137
H  -3.21088  -2.92825  1.01110  0.242
H  -1.44220  -3.01785  1.40211  -0.527
B  2.43404  -2.14408  2.23998  0.188
H  3.01453  -3.06756  1.96606  0.273
H  1.37290  -2.45863  2.10302  -0.202
H  2.80706  -1.87360  3.28565  -0.155
H  2.69480  -1.33678  1.50652  -0.050
O  3.32278  -1.43450  -0.81977  -0.597
C  3.27924  -1.46930  -2.25237  0.121
C  2.47875  -2.68247  -2.83275  -0.553
O  1.67414  -3.41546  -1.90704  -0.797
H  4.28382  -1.50959  -2.68373  0.483
H  2.90929  -0.53182  -2.68123  -0.327
H  3.14894  -3.48086  -3.16684  0.461
H  1.92085  -2.38199  -3.72842  0.187
O  -1.94492  0.16815  -0.95983  -0.932
C  -0.72340  0.73726  -0.52851  1.625
C  0.12268  -0.32682  0.22414  -0.957
O  0.05749  -1.73010  -0.20005  2.613
H  -0.89476  1.47957  0.25409  -0.548
H  -0.19737  1.17467  -1.37845  -0.182
H  -0.36491  -0.41997  1.20167  -0.386
H  1.18303  -0.07556  0.26458  0.483
C  -3.11395  4.95553  -1.22210  -1.645
C  -1.87337  4.19763  -0.78616  0.987
O  -1.35835  4.71302  0.42141  -0.324
C  -0.21183  4.39535  0.94678  0.391
O  0.53201  3.55508  0.49621  -0.313
C  0.12317  5.07569  2.26443  0.795
F  1.43556  5.28876  2.41153  -0.231
F  -0.47496  6.28265  2.33715  -0.283
F  -0.32062  4.38074  3.32306  -0.238
H  -3.72407  4.36016  -1.90536  0.416
H  -2.85561  5.85632  -1.77882  0.389
H  -3.81155  5.17169  -0.41359  0.364
H  -1.19123  4.04563  -1.62086  0.113
H  -2.24748  3.20569  -0.49916  -0.368
C  -3.22067  2.05967  2.22486  -0.895
C  -3.74462  0.68761  2.67608  0.603
O  -5.00118  0.43743  2.03893  -0.307
C  -5.10809  -0.10312  0.87056  0.380
O  -4.21852  -0.80290  0.39771  -1.032
C  -6.51872  -0.10232  0.29657  0.681
F  -6.49154  0.61301  -0.82491  -0.219
F  -6.96830  -1.30917  0.05551  -0.215
F  -7.36217  0.50615  1.12500  -0.236
H  -4.00075  2.82145  2.23579  0.484
H  -2.74919  1.95239  1.24864  -0.100
H  -2.53051  2.42840  2.98480  0.394
H  -4.00233  0.82730  3.72570  0.443
H  -2.91639  -0.01580  2.66650  -0.618
C  0.45264  0.24549  -5.09337  -1.018
C  -0.60421  -0.36491  -4.21313  0.397
O  -0.85744  -1.71469  -4.69682  -0.266
C  -1.11946  -2.58820  -3.77613  0.113
O  -1.41712  -2.32142  -2.63534  -0.124
C  -1.32566  -4.01892  -4.30705  0.734
F  -2.20366  -4.64344  -3.52439  -0.232
F  -1.73774  -4.00372  -5.56383  -0.228
F  -0.19249  -4.72095  -4.24777  -0.219
H  0.23209  0.10925  -6.15279  0.469
H  1.39819  -0.28802  -4.96478  0.214
H  0.54518  1.30107  -4.84346  0.110
H  -1.47954  0.28071  -4.30525  0.408
H  -0.29336  -0.39409  -3.17072  -0.421
C  -0.85676  -2.14754  5.25694  -0.320
C  0.59619  -1.81599  5.54845  -0.031
O  0.75764  -0.43985  5.33842  -0.407
S  -0.52258  0.28588  4.67920  0.934
O  -0.24023  1.05380  3.51143  -0.027
O  -1.20499  0.89738  5.76956  -0.645
O  -1.35377  -1.15534  4.34907  -0.385
H  -1.56121  -2.27512  6.08405  0.295
H  -1.03256  -3.12785  4.80320  0.285
H  1.34458  -2.32798  4.93718  -0.072
H  0.92557  -2.10892  6.54799  0.348
C  3.66376  2.23554  -4.73058  0.046
C  2.52280  3.02129  -5.40980  -0.468
O  1.69938  3.51021  -4.33646  -0.414
S  2.30464  3.18216  -2.88565  0.954
O  1.81658  1.93409  -2.36706  -0.072
O  2.31290  4.31832  -2.03920  -0.639
O  3.78350  2.99039  -3.54513  -0.422
H  4.55182  2.35209  -5.34663  0.394
H  3.47013  1.18594  -4.50637  -0.090
H  1.91883  2.44941  -6.11130  0.333
H  2.95230  3.88179  -5.91892  0.349
C  3.38258  2.27923  0.64882  0.957
C  3.80148  1.11115  1.57735  0.217
O  4.64398  1.76521  2.47885  -0.518
S  3.91054  3.16581  2.97690  1.086
O  4.88338  4.12203  3.40032  -0.606
O  2.84737  2.84252  3.88016  -0.479
O  3.38881  3.43817  1.45709  -0.219
H  2.43213  2.20760  0.12073  -0.666
H  4.08415  2.45480  -0.17318  0.116
H  4.39330  0.31009  1.13821  0.176
H  2.91225  0.65606  2.02464  -0.010

Values from the calculation:
Spin multiplicity: 1
Orbital gap: 6.56 eV
Energy: -166206.77736 eV
Net charge: +1
Max |F|: 7.15 eV/A
Relative energy (zero: lowest compared OMol25 entry of this formula, charge and spin): 0.000 eV